1.
DFT (wB97M-V/def2-TZVPD) results for one molecule with the formula C2H3Cl2NO2 at a distorted geometry.

The value obtained for the HOMO energy is -11.4 eV. Its energy above the lowest of the compared OMol25 structures with the same formula, charge and spin is 4.1231 eV. For the LUMO energy, the calculation gives -0.358 eV. As for the SMILES: CC(Cl)(Cl)[N+](=O)[O-]. Its orbital gap is 0.4041 Eh.

Atoms and positions in Å:
H -1.337 -0.022 1.168
C 0.277 0.376 0.044
H -1.513 -0.421 -0.610
O 2.189 -1.036 0.160
C -1.175 0.359 0.088
N 1.015 -0.966 -0.123
O 0.328 -1.828 -0.669
Cl 0.962 0.957 -1.544
Cl 1.067 1.259 1.361
H -1.813 1.323 0.124

=====

2.
DFT (wB97M-V/def2-TZVPD) results for one molecule with the formula C2H3Cl2O2P at a distorted geometry.

The value obtained for the HOMO energy is -8.3 eV. Its energy above the lowest of the compared OMol25 structures with the same formula, charge and spin is 3.8545 eV. For the LUMO energy, the calculation gives 0.168 eV. As for the SMILES: O=C(Cl)O[PH2]=CCl. Its orbital gap is 0.3106 Eh.

Atoms and positions in Å:
C -0.854 -1.050 -0.664
P 0.265 -0.158 0.358
H 0.374 0.856 1.334
Cl 2.081 -3.433 1.898
O 2.307 -2.065 -0.280
O 0.920 -1.373 1.324
H -1.746 -0.666 -1.277
H 1.224 0.335 -0.403
C 1.786 -2.219 0.791
Cl -1.756 -2.261 0.299

=====

3.
DFT (wB97M-V/def2-TZVPD) results for a 2-piece molecular cluster, C2H3Cl2O2P overall at a distorted geometry.

The value obtained for the HOMO energy is -9.0 eV. Its energy above the lowest of the compared OMol25 structures with the same formula, charge and spin is 4.4638 eV. For the LUMO energy, the calculation gives -0.780 eV. Its orbital gap is 0.3031 Eh.

Atoms and positions in Å:
C -0.259 0.344 0.261
Cl 2.882 -1.954 0.151
H -2.623 -0.950 -0.156
O 0.764 -0.558 0.302
Cl -0.032 2.012 0.007
H -2.377 1.006 -1.291
P -2.076 -0.458 -1.294
H -1.042 0.302 1.091
C 2.072 -0.343 0.359
O 2.690 0.597 0.571

=====

4.
DFT (wB97M-V/def2-TZVPD) results for C2H3Cl2O2Si as an isolated structure at a distorted geometry.

The value obtained for the HOMO energy is -4.3 eV. Its energy above the lowest of the compared OMol25 structures with the same formula, charge and spin is 1.2648 eV. Its net charge is -1. For the LUMO energy, the calculation gives 3.384 eV. Its orbital gap is 0.2841 Eh.

Atoms and positions in Å:
O 1.324 -1.944 -1.360
H -1.701 1.419 0.342
Cl 1.025 1.777 -1.616
H -2.120 -0.105 0.939
Si 0.870 0.427 -0.005
C 1.315 -1.645 -0.189
Cl 1.272 1.789 1.631
O 1.333 -2.264 0.846
H -1.812 0.152 -0.811
C -1.507 0.393 0.223

=====

5.
DFT (wB97M-V/def2-TZVPD) results for a 2-piece molecular cluster, C2H3Cl3OSi overall at a distorted geometry.

The value obtained for the HOMO energy is -9.8 eV. Its energy above the lowest of the compared OMol25 structures with the same formula, charge and spin is 0.6215 eV. For the LUMO energy, the calculation gives 0.446 eV. As for the SMILES: Cl[SiH](Cl)Cl.C=C=O. Its orbital gap is 0.3748 Eh.

Atoms and positions in Å:
Cl 1.949 1.986 2.208
H -0.502 -1.810 -0.513
H -0.153 0.896 0.061
O -2.236 0.411 0.641
Si 1.461 1.037 0.538
C -1.982 -0.457 -0.114
Cl 2.351 1.747 -1.122
C -1.392 -1.341 -0.884
Cl 2.533 -0.731 0.822
H -2.030 -1.738 -1.639

=====

6.
DFT (wB97M-V/def2-TZVPD) results for a 2-piece molecular cluster, C2H3Cl3S overall at a distorted geometry.

The value obtained for the HOMO energy is -9.4 eV. Its energy above the lowest of the compared OMol25 structures with the same formula, charge and spin is 3.1156 eV. For the LUMO energy, the calculation gives -0.907 eV. Its orbital gap is 0.3129 Eh.

Atoms and positions in Å:
Cl -2.364 -0.318 -0.677
H -0.185 -0.139 0.642
H 1.323 1.721 -1.831
Cl -0.442 -2.352 0.309
C 1.300 0.897 0.401
H -1.677 -0.901 1.480
Cl 2.364 -0.283 -0.192
C -1.174 -0.728 0.567
S 0.856 2.103 -0.700

=====

7.
DFT (wB97M-V/def2-TZVPD) results for a 2-piece molecular cluster, C2H3ClF2O2S overall at a distorted geometry.

The value obtained for the HOMO energy (alpha / beta) is -9.5 / -9.9 eV. Its energy above the lowest of the compared OMol25 structures with the same formula, charge and spin is 3.3212 eV. For the LUMO energy (alpha / beta), the calculation gives -1.444 / -0.517 eV. Its orbital gap (alpha / beta) is 0.2960 / 0.3451 Eh.

Atoms and positions in Å:
Cl 4.134 0.728 -0.361
O 1.734 -0.279 -1.300
F -0.739 -1.075 -0.320
O 3.040 -1.901 -0.010
H 1.267 1.022 1.116
S 2.529 -0.579 -0.205
C -0.117 -1.740 0.666
H -0.429 -1.590 1.569
H 0.257 -2.608 0.333
C 1.712 0.105 1.173
F 2.311 -0.151 2.321

=====

8.
DFT (wB97M-V/def2-TZVPD) results for a 2-piece molecular cluster, C2H3ClF2S overall at a distorted geometry.

The value obtained for the HOMO energy (alpha / beta) is -7.7 / -9.0 eV. Its energy above the lowest of the compared OMol25 structures with the same formula, charge and spin is 3.9524 eV. For the LUMO energy (alpha / beta), the calculation gives 0.317 / 0.028 eV. Its orbital gap (alpha / beta) is 0.2933 / 0.3314 Eh.

Atoms and positions in Å:
H -2.056 1.374 1.159
S -1.480 1.497 -0.101
Cl -1.957 -1.362 0.584
C -1.199 -0.188 -0.374
C 1.536 -0.306 -0.047
F 2.263 -1.271 -0.562
H 1.442 0.561 -0.571
H -0.557 -0.348 -1.258
F 2.009 0.042 1.171

=====

Question: energy above the lowest of the compared OMol25 structures with the same formula, charge and spin of number 4 (C2H3Cl2O2Si)?
Answer: 1.2648 eV